No. 1
This record from the Open Molecules 2025 dataset describes a structure of composition C2H3O3Sr in a non-equilibrium geometry. The level of theory is ωB97M-V with the def2-TZVPD basis set.

- HOMO energy (eV) = -12.48
- calculated total energy (Eh) = -334.2035
- LUMO level (Eh) = -0.1891
- Kohn-Sham gap (eV) = 7.34
- relative energy (zero: lowest compared OMol25 entry of this formula, charge and spin) (eV) = 1.118

```
! RIJCOSX wB97M-V def2-TZVPD def2/J DEFGRID3
* xyz 1 1
O -2.8996 -1.2553 0.0780
C -1.8197 -1.0932 0.4722
O -0.9817 -1.3137 1.3043
C 0.9029 0.9556 -0.7905
O 1.5695 0.5383 0.3122
Sr 1.2889 -0.8585 2.0587
H 0.9435 2.0501 -0.9386
H 1.3124 0.4948 -1.7090
H -0.3162 0.4821 -0.7874
*
```

***

No. 2
This record from the Open Molecules 2025 dataset describes a cluster of 2 separate species, C2H3O4 in total in a non-equilibrium geometry. The level of theory is ωB97M-V with the def2-TZVPD basis set.

- expectation value of S² = 3.774
- HOMO energy (alpha / beta) (eV) = -8.29 / -9.62
- calculated total energy (Eh) = -378.7659
- LUMO level (alpha / beta) (Eh) = 0.0238 / -0.0853
- Kohn-Sham gap (alpha / beta) (eV) = 8.94 / 7.29
- relative energy (zero: lowest compared OMol25 entry of this formula, charge and spin) (eV) = 0.153

```
! RIJCOSX wB97M-V def2-TZVPD def2/J DEFGRID3
* xyz 0 4
O -2.9107 -0.0159 0.3125
O -3.8189 -0.2385 1.1447
H -1.1835 -0.4454 -0.0001
O -0.2849 -0.6257 -0.4436
C 0.7117 0.0420 0.1046
C 1.9530 0.2349 -0.5849
O 2.9123 0.8506 -0.0760
H 0.6083 0.4060 1.1394
H 2.0127 -0.2080 -1.5966
*
```

***

No. 3
This record from the Open Molecules 2025 dataset describes an isolated molecule of C2H3OPS2 in a non-equilibrium geometry. The level of theory is ωB97M-V with the def2-TZVPD basis set.

- HOMO energy (eV) = -8.58
- calculated total energy (Eh) = -1290.8864
- LUMO level (Eh) = -0.0349
- Kohn-Sham gap (eV) = 7.63
- relative energy (zero: lowest compared OMol25 entry of this formula, charge and spin) (eV) = 2.012

```
! RIJCOSX wB97M-V def2-TZVPD def2/J DEFGRID3
* xyz 0 1
C -0.4208 -1.6223 1.6173
C -0.2265 -0.7800 0.7806
P -0.1428 0.6273 -0.2761
O 1.4328 0.8720 -0.4247
S -1.3074 2.7085 0.5706
S -0.7180 -0.1408 -2.1439
H -0.5792 -2.4089 2.2930
H 1.6863 1.7835 -0.2628
H 0.2757 -1.0394 -2.1540
*
```